Entry 1:
# C65H63N3O4P2Pd

A molecular structure, C65H63N3O4P2Pd in a non-equilibrium geometry (ωB97M-V with the def2-TZVPD basis set, the OMol25 dataset).

As for the LUMO energy: 3.74 eV. As for the net charge: -2. Its highest occupied orbital energy is -0.18 eV. The calculation puts the HOMO-LUMO gap at 3.92 eV. The energy above the lowest of the compared OMol25 structures with the same formula, charge and spin is 0.000 eV. The largest force on an atom comes out at 2.61 eV/Å. For the total energy, the calculation gives -3790.4463 Ha.

Each line ends with the Mulliken charge.
Cartesian coordinates (Å):
C 6.3706 -3.1130 1.4757  -1.062
N 6.0727 -2.3431 0.2877  0.218
C 7.1980 -2.1008 -0.5923  -1.085
C 4.7997 -2.0833 -0.1322  1.316
C 4.5654 -1.6046 -1.4479  -0.214
C 3.2976 -1.2220 -1.8564  -0.841
C 2.2123 -1.2691 -0.9613  0.768
C 0.8738 -0.7697 -1.3180  -2.000
C 0.5660 -0.2492 -2.6384  2.146
C -0.6710 -0.1588 -3.2864  -1.752
C -1.9726 -0.4985 -2.8364  0.588
C -3.0631 0.2572 -3.3549  -1.062
C -4.3630 -0.0440 -3.0427  -0.426
C -4.6527 -1.0830 -2.1220  1.037
N -5.9333 -1.3034 -1.7246  0.158
C -6.2460 -2.3330 -0.7481  -1.048
C -7.0229 -0.4693 -2.2018  -0.996
C -3.5751 -1.8621 -1.6141  0.323
C -2.2630 -1.5524 -1.9260  -1.047
Pd 0.9773 1.2657 -0.6576  -0.084
P 2.5928 2.7261 -1.1554  1.717
C 2.0386 4.4422 -1.3686  1.170
C 2.4376 5.4790 -0.5089  -0.393
C 2.0020 6.7858 -0.7316  -0.810
C 1.1411 7.0674 -1.7946  -0.649
C 0.6938 6.0344 -2.6197  -0.644
C 1.1123 4.7231 -2.3913  -0.559
C 3.7737 2.6342 0.2036  0.331
C 4.8171 3.5738 0.2721  -0.301
C 5.7494 3.4913 1.3057  -0.832
C 5.6640 2.4626 2.2490  -0.751
C 4.6374 1.5159 2.1706  -0.533
C 3.7052 1.5906 1.1378  -0.568
C 3.5493 2.2684 -2.6391  1.288
C 4.8747 1.8027 -2.5303  -0.347
C 5.5647 1.3777 -3.6652  -0.586
C 4.9440 1.3997 -4.9161  -0.649
C 3.6327 1.8649 -5.0342  -0.720
C 2.9349 2.2925 -3.9031  -0.271
P -0.6646 2.0872 0.6349  1.584
C -0.8735 0.7456 1.8234  0.677
C -0.4010 0.8603 3.1424  -0.599
C -0.3793 -0.2731 3.9561  -1.184
C -0.8408 -1.5022 3.4689  -0.560
C -1.3737 -1.5920 2.1762  0.242
C -1.3776 -0.4765 1.3485  -1.258
C -0.2622 3.5824 1.5638  0.555
C -1.1617 4.6625 1.6070  -0.840
C -0.7913 5.8372 2.2577  -0.617
C 0.4585 5.9405 2.8741  -0.813
C 1.3497 4.8609 2.8470  -0.785
C 0.9841 3.6851 2.1976  -0.249
C -2.3165 2.3062 -0.0775  0.109
C -3.4552 1.7358 0.5198  -0.292
C -4.7180 1.9827 -0.0118  -0.468
C -4.8619 2.8455 -1.1005  -0.597
C -3.7328 3.4164 -1.6984  -0.712
C -2.4612 3.1379 -1.2043  0.094
C 2.4176 -1.8520 0.3142  -1.181
C 3.6773 -2.2365 0.7323  -0.473
H 5.6309 -2.9174 2.2546  0.291
H 6.3903 -4.1958 1.2644  0.315
H 7.3603 -2.8204 1.8387  0.340
H 7.1445 -1.0900 -1.0173  0.272
H 8.1114 -2.1932 -0.0026  0.302
H 7.2309 -2.8245 -1.4214  0.309
H 5.3877 -1.5304 -2.1578  0.434
H 3.1511 -0.8698 -2.8753  0.265
H 0.0582 -1.1099 -0.6706  -0.653
H 1.4233 0.0426 -3.2483  0.256
H -0.6369 0.4005 -4.2358  0.218
H -2.8426 1.1004 -4.0138  0.209
H -5.1759 0.5470 -3.4634  0.162
H -5.7801 -2.1158 0.2296  0.373
H -7.3348 -2.3761 -0.6281  0.242
H -5.8885 -3.3239 -1.0727  0.336
H -7.0417 -0.4435 -3.3015  0.350
H -7.9642 -0.8951 -1.8398  0.290
H -6.9338 0.5695 -1.8375  0.231
H -3.8007 -2.7153 -0.9690  0.286
H -1.4421 -2.1441 -1.5254  0.640
H 3.0877 5.2791 0.3379  0.438
H 2.3390 7.5821 -0.0666  0.393
H 0.8072 8.0943 -1.9681  0.330
H 0.0121 6.2434 -3.4479  0.383
H 0.7158 3.9161 -3.0073  -0.098
H 4.8855 4.3683 -0.4728  0.562
H 6.5435 4.2349 1.3732  0.388
H 6.3995 2.3931 3.0532  0.368
H 4.5471 0.7197 2.9109  0.455
H 2.9013 0.8477 1.0705  -0.198
H 5.3672 1.7721 -1.5586  0.148
H 6.5944 1.0267 -3.5670  0.382
H 5.4825 1.0476 -5.7973  0.328
H 3.1485 1.8914 -6.0108  0.394
H 1.9077 2.6407 -4.0068  0.160
H -0.0613 1.8222 3.5186  0.474
H -0.0119 -0.2014 4.9791  0.358
H -0.7944 -2.3914 4.0938  0.301
H -1.8201 -2.5237 1.8291  0.351
H -1.7482 -0.5546 0.3206  0.224
H -2.1400 4.5665 1.1380  0.308
H -1.4868 6.6786 2.2895  0.381
H 0.7506 6.8618 3.3793  0.350
H 2.3235 4.9272 3.3333  0.422
H 1.6792 2.8431 2.1768  0.421
H -3.3636 1.1227 1.4163  0.416
H -5.5969 1.5153 0.4379  0.334
H -5.8549 3.0703 -1.4907  0.343
H -3.8527 4.0830 -2.5540  0.372
H -1.5738 3.5697 -1.6683  0.102
H 1.5563 -1.9882 0.9754  0.252
H 3.8052 -2.6273 1.7369  0.070
C -6.1909 -3.4141 5.5769  -1.271
C -5.9411 -4.0774 4.2495  -0.145
O -4.5641 -3.8589 3.9041  -0.280
C -4.2337 -4.4103 2.6958  0.167
C -2.7964 -4.4047 2.4926  -0.870
C -2.1264 -5.2670 1.6246  1.368
C -2.8087 -6.0861 0.6502  -0.629
C -2.1035 -6.9002 -0.2045  -0.381
C -0.6927 -6.9425 -0.1312  -0.256
N 0.0351 -7.7136 -1.0762  0.962
O 1.2855 -7.7440 -1.0017  -0.680
O -0.5971 -8.3328 -1.9632  -0.687
C 0.0098 -6.1914 0.8441  -0.445
C -0.6854 -5.3571 1.6911  -0.479
O -5.1070 -4.8634 1.9474  -0.754
H -7.2449 -3.5057 5.8400  0.396
H -5.6175 -3.8847 6.3820  0.297
H -5.9483 -2.3481 5.5456  0.304
H -6.1277 -5.1550 4.3326  0.291
H -6.5674 -3.6389 3.4658  0.254
H -2.2293 -3.9514 3.3014  0.429
H -3.8975 -6.0511 0.6058  0.440
H -2.6242 -7.5236 -0.9286  0.427
H 1.0901 -6.3000 0.8995  0.456
H -0.1654 -4.7534 2.4408  0.244


Entry 2:
# C3H10O2

2 unconnected molecules or ions with the total composition C3H10O2 in a non-equilibrium geometry (ωB97M-V with the def2-TZVPD basis set, the OMol25 dataset).

As for the LUMO energy: 0.74 eV. As for the net charge: 0. Its highest occupied orbital energy is -10.28 eV. The calculation puts the HOMO-LUMO gap at 11.03 eV. The energy above the lowest of the compared OMol25 structures with the same formula, charge and spin is 0.365 eV. The largest force on an atom comes out at 1.88 eV/Å. For the total energy, the calculation gives -270.7584 Ha. The structure (SMILES) is CC(C)O.O.

Each line ends with the Mulliken charge.
Cartesian coordinates (Å):
C 1.6078 1.3650 0.6442  -1.369
C 1.4032 0.6937 -0.7123  0.550
C 0.0780 1.0758 -1.3211  -1.215
O 1.3624 -0.7147 -0.4786  -0.560
H 1.7698 2.4408 0.6454  0.359
H 2.5370 0.9376 1.0485  0.377
H 0.9050 1.0088 1.3857  0.360
H 2.2326 0.9133 -1.3809  0.228
H -0.1986 0.5348 -2.2386  0.339
H 0.0551 2.1270 -1.6157  0.348
H -0.7968 0.9148 -0.6831  0.265
H 1.1576 -0.9409 0.4371  0.316
O -4.1634 -3.3606 1.0849  -0.642
H -3.2432 -3.5154 1.3092  0.319
H -4.7065 -3.4800 1.8752  0.323


Entry 3:
# C4H7ClO

A single C4H7ClO molecule in a non-equilibrium geometry (ωB97M-V with the def2-TZVPD basis set, the OMol25 dataset).

As for the LUMO energy: 0.86 eV. As for the net charge: 0. Its highest occupied orbital energy is -9.99 eV. The calculation puts the HOMO-LUMO gap at 10.86 eV. The energy above the lowest of the compared OMol25 structures with the same formula, charge and spin is 1.548 eV. The largest force on an atom comes out at 3.48 eV/Å. For the total energy, the calculation gives -691.9890 Ha. The structure (SMILES) is C=C[C@@H](O)CCl.

Each line ends with the Mulliken charge.
Cartesian coordinates (Å):
C -0.9902 -1.5784 -0.9333  -0.763
C -0.4057 -0.4196 -1.0106  -0.207
C 0.7039 0.1488 -0.1399  0.327
O 1.2143 1.2810 -0.7415  -0.509
C 0.1399 0.5580 1.2740  -0.834
Cl -0.7372 2.0850 1.4480  -0.166
H -1.8432 -1.7354 -1.5942  0.228
H -0.8256 -2.4046 -0.3228  0.340
H -0.6452 0.4423 -1.7129  0.197
H 1.3992 -0.6031 0.0908  0.264
H 1.4959 1.8762 -0.0247  0.329
H 1.0079 0.5067 1.9521  0.380
H -0.5140 -0.1571 1.7150  0.413


Entry 4:
# C2H8NO

2 unconnected molecules or ions with the total composition C2H8NO in a non-equilibrium geometry (ωB97M-V with the def2-TZVPD basis set, the OMol25 dataset).

As for the LUMO energy (spin up / spin down): 0.70 / 0.69 eV. As for the net charge: 0. Its highest occupied orbital energy (spin up / spin down) is -5.05 / -9.84 eV. The calculation puts the HOMO-LUMO gap (spin up / spin down) at 5.75 / 10.53 eV. As for the multiplicity: 2. The energy above the lowest of the compared OMol25 structures with the same formula, charge and spin is 1.216 eV. The largest force on an atom comes out at 4.14 eV/Å. For the total energy, the calculation gives -210.8855 Ha.

Each line ends with the Mulliken charge.
Cartesian coordinates (Å):
O 0.0376 -1.6954 -1.5380  -0.683
H -0.0243 -0.5925 -0.0417  0.294
H 0.4801 -1.8030 -2.3960  0.302
H -0.9316 -1.9053 -1.6732  0.328
C -0.2251 0.4341 1.7474  -0.986
C 0.3390 1.2053 -0.6073  -0.707
N 0.0048 0.3311 0.3019  -0.125
H -0.3578 -0.5780 2.2286  0.273
H 0.7718 0.5895 2.1464  0.351
H -1.0793 0.9753 1.9822  0.354
H 0.2775 0.8826 -1.6768  0.229
H 0.7072 2.1561 -0.4733  0.371